(P)
The following is a quantum chemistry calculation of an isolated molecule of C6H10O, from OMol25.

XYZ file:
```
17
C6H10O ωB97M-V/def2-TZVPD
C 1.88 0.56 -0.03
C 0.96 -0.65 0.01
C -0.15 -0.74 1.11
C -1.21 -0.38 0.06
O -2.49 -0.91 0.00
C -0.90 0.95 -0.49
C -0.15 -0.34 -0.98
H 2.28 0.67 -1.05
H 2.70 0.57 0.69
H 1.21 1.41 0.09
H 1.52 -1.59 -0.12
H -0.03 -0.06 1.97
H -0.30 -1.76 1.47
H -3.06 -0.20 0.32
H -1.50 1.38 -1.28
H -0.61 1.71 0.25
H -0.15 -0.63 -2.03
```

Values from the calculation:
- E_HOMO: -0.3534 Eh
- LUMO energy: 0.943 eV
- SMILES: C[C@H]1C[C@@]2(O)C[C@@H]12
- Net charge: 0

---

(Q)
The following is a quantum chemistry calculation of an isolated molecule of C6H10O, from OMol25.

XYZ file:
```
17
C6H10O ωB97M-V/def2-TZVPD
C 1.98 0.55 -0.13
C 0.90 -0.51 -0.24
C 0.03 -0.76 1.03
C -1.21 -0.35 0.24
O -2.44 -0.98 0.37
C -1.09 0.99 -0.40
C -0.39 -0.19 -1.02
H 2.77 0.21 0.55
H 1.59 1.49 0.27
H 2.44 0.77 -1.10
H 1.34 -1.45 -0.61
H 0.28 -0.18 1.93
H -0.02 -1.82 1.28
H -3.06 -0.34 0.73
H -1.98 1.31 -0.94
H -0.53 1.81 0.07
H -0.63 -0.53 -2.02
```

Values from the calculation:
- E_HOMO: -0.3413 Eh
- LUMO energy: 0.990 eV
- SMILES: C[C@H]1C[C@@]2(O)C[C@@H]12
- Net charge: 0

---

In terms of stability, (Q) leads; the second structure lies 55.2 kJ/mol higher.